(1)
{"formula": "C11H12N3", "method": "ωB97M-V with the def2-TZVPD basis set", "lumo_energy_ev": -4.21, "homo_ev": -12.7514, "total_charge": 1, "species": ["C", "N", "C", "C", "C", "C", "C", "C", "C", "N", "C", "N", "C", "C", "H", "H", "H", "H", "H", "H", "H", "H", "H", "H", "H", "H"], "coordinates": [[1.684, -0.553, -1.460], [0.420, 0.241, -1.221], [0.168, 0.738, 0.064], [0.415, 0.067, 1.322], [0.511, -1.336, 1.516], [0.717, -1.859, 2.756], [0.927, -0.973, 3.817], [0.917, 0.335, 3.604], [0.499, 0.924, 2.435], [0.367, 2.323, 2.317], [-0.147, 2.862, 1.201], [-0.276, 2.042, 0.090], [-0.309, 2.439, -1.277], [0.011, 1.300, -2.161], [2.334, 0.174, -1.990], [1.672, -1.465, -2.154], [2.082, -0.962, -0.516], [0.126, -1.832, 0.645], [0.633, -2.962, 2.870], [1.126, -1.232, 4.758], [1.079, 0.916, 4.467], [-0.240, 3.980, 1.032], [-1.341, 2.786, -1.260], [0.497, 3.212, -1.417], [-0.895, 0.983, -2.716], [0.784, 1.611, -2.960]], "atomic_forces_ev_per_a": [[0.1405, -0.4219, -1.0566], [0.2272, 0.3982, 2.0228], [0.5899, -0.8690, 0.2325], [-0.4835, 0.7025, -0.4281], [-0.8972, 1.1995, -0.9676], [-0.4308, -1.5760, -0.3522], [-0.0722, -1.0201, -3.2439], [-0.6343, 2.0454, 1.0183], [0.5968, 1.6256, -2.2037], [-1.8322, 1.0516, -1.5093], [2.2982, -1.6885, 2.0215], [1.9257, -3.3063, 0.5792], [-0.3300, 3.8599, 0.0281], [-0.1265, -1.0041, -2.0703], [0.1456, -0.5568, 0.7339], [-1.0258, 1.3731, 0.8452], [-0.0755, 0.7490, -0.3789], [0.4541, -1.1142, -0.0492], [0.2151, 1.0155, 0.1670], [0.7314, -1.6953, 3.4750], [0.1715, 1.1290, 0.6852], [-0.1443, -1.6333, 0.4313], [0.1408, 0.7281, -1.7159], [-1.3079, -0.0950, 0.0754], [0.6024, -0.0313, 0.2060], [-0.8787, -0.8656, 1.4541]]}



(2)
{"formula": "C7H15N2O", "method": "ωB97M-V with the def2-TZVPD basis set", "lumo_energy_ev": -2.82, "homo_ev": -12.9251, "total_charge": 1, "species": ["C", "C", "O", "C", "C", "N", "C", "C", "N", "C", "H", "H", "H", "H", "H", "H", "H", "H", "H", "H", "H", "H", "H", "H", "H"], "coordinates": [[1.945, -1.106, 0.984], [1.340, -0.112, 0.349], [1.744, 0.837, -0.504], [3.118, 0.859, -0.982], [-0.288, -0.002, 0.665], [-0.655, 1.506, 0.658], [-2.044, 1.556, -0.012], [-2.368, 0.095, -0.259], [-1.056, -0.490, -0.433], [-1.041, -1.985, -0.581], [2.952, -1.360, 0.934], [1.481, -1.835, 1.604], [3.397, -0.087, -1.064], [3.704, 1.309, -0.284], [2.996, 1.511, -1.834], [-0.424, -0.590, 1.548], [-0.021, 1.866, -0.017], [-0.495, 1.628, 1.644], [-2.116, 2.089, -0.867], [-2.876, 1.886, 0.722], [-2.910, -0.488, 0.556], [-3.089, 0.077, -1.002], [-1.895, -2.285, -0.104], [-1.141, -2.358, -1.577], [-0.260, -2.523, -0.143]], "atomic_forces_ev_per_a": [[-0.0517, 0.3798, -0.3558], [-2.8923, -0.2076, 1.2220], [-0.5876, -0.0144, 0.5308], [-3.6551, 2.8762, -0.4029], [3.3501, -0.0444, -3.4010], [-1.6270, -3.2731, -0.3343], [-2.2904, -2.0521, 5.7603], [0.6364, -0.9408, 2.2612], [0.5243, -1.0068, -1.4830], [-0.3142, 2.0548, -0.7582], [1.8498, 0.0917, -0.5807], [-1.0711, 0.0281, 0.4392], [1.4788, -4.1094, -1.3533], [1.7057, 1.4638, 2.1221], [0.6684, -0.4541, -0.5913], [-0.5731, 0.5020, 1.3842], [1.4674, 0.9823, -0.1145], [-0.3009, 1.8624, 0.3737], [0.6896, 1.9718, -2.5229], [1.7586, 0.1575, -1.0190], [0.5230, 1.1409, -0.0756], [-0.7250, -0.5008, -2.3345], [-2.3719, -1.2262, 1.4248], [0.1257, 0.4252, -0.9814], [1.6828, -0.1067, 0.7901]]}



(3)
{"formula": "C6H8S2", "method": "ωB97M-V with the def2-TZVPD basis set", "lumo_energy_ev": 0.74, "homo_ev": -8.2086, "total_charge": 0, "species": ["S", "C", "C", "C", "S", "C", "C", "C", "H", "H", "H", "H", "H", "H", "H", "H"], "coordinates": [[0.404, -2.339, -1.145], [1.463, -0.893, -0.865], [0.761, 0.214, -0.200], [0.723, 1.469, -0.681], [-0.548, 2.510, 0.082], [-1.316, 0.943, 0.562], [-1.430, -0.240, 1.547], [-0.107, 0.143, 0.962], [-0.563, -1.768, -1.855], [2.255, -1.275, -0.206], [1.887, -0.516, -1.797], [1.375, 1.862, -1.434], [-1.742, 0.577, -0.339], [-1.623, -0.309, 2.567], [-1.957, -1.064, 1.013], [0.416, 0.686, 1.789]], "atomic_forces_ev_per_a": [[0.2293, -0.4345, 0.1635], [0.6925, -0.0740, 0.1245], [-0.1344, 0.0815, -1.4489], [-0.3817, 0.1555, 0.5336], [0.2675, -0.2899, 0.2665], [0.0408, 0.2415, 1.0809], [-0.2776, -1.2470, -3.0005], [-0.3355, 0.5899, 2.3024], [-0.1452, 0.3280, -0.2037], [-0.0089, -0.1003, -0.3148], [0.1808, -0.3405, 0.0709], [0.1084, 0.2290, -0.3776], [-0.2217, -0.3265, -0.8312], [0.1900, 0.5264, 1.7393], [0.1506, 0.8147, 0.4299], [-0.3549, -0.1540, -0.5347]]}



(4)
{"formula": "C5H10N3", "method": "ωB97M-V with the def2-TZVPD basis set", "lumo_energy_ev": -6.04, "homo_ev": -14.5893, "total_charge": 1, "species": ["C", "C", "C", "C", "C", "N", "N", "N", "H", "H", "H", "H", "H", "H", "H", "H", "H", "H"], "coordinates": [[2.902, 0.799, 0.289], [1.887, 1.435, 0.174], [-0.965, -0.167, 0.234], [-2.837, 1.153, -0.138], [0.825, -1.920, 0.281], [-1.719, 0.428, -0.533], [0.237, -0.829, -0.304], [0.775, -0.143, -1.268], [3.671, 0.126, 0.258], [-0.899, 0.024, 1.330], [-3.813, 0.677, -0.375], [-2.970, 1.986, -0.802], [-2.767, 1.472, 0.985], [1.340, -2.403, -0.513], [1.613, -1.604, 0.910], [0.047, -2.538, 0.664], [0.988, 2.060, 0.283], [1.684, -0.557, -1.476]], "atomic_forces_ev_per_a": [[-1.8128, 0.9266, -0.3681], [-0.6180, 1.0199, 0.7562], [0.6851, 0.8762, 1.5102], [-1.4459, 1.3036, 2.3291], [0.6626, -1.6733, -0.1793], [0.1687, -1.6858, -1.7156], [-0.4521, 5.2560, -4.6045], [-1.6127, -1.8228, 3.0623], [1.7961, -0.9847, 0.1377], [-0.1371, -0.8563, -0.4288], [0.8203, -0.5780, 0.5156], [0.4830, 0.9136, -0.0336], [-0.5226, -0.4087, -1.9338], [0.3268, -1.0546, -0.6341], [0.5236, 0.3155, 1.5320], [-0.1219, -0.6330, 0.8241], [1.0866, -0.5184, -0.3504], [0.1703, -0.3956, -0.4189]]}



(5)
{"formula": "C7H9N", "method": "ωB97M-V with the def2-TZVPD basis set", "lumo_energy_ev": 0.47, "homo_ev": -7.7713, "total_charge": 0, "species": ["C", "C", "C", "C", "C", "N", "C", "C", "H", "H", "H", "H", "H", "H", "H", "H", "H"], "coordinates": [[1.799, -3.874, -0.095], [1.317, -2.787, -0.260], [0.860, -1.459, -0.394], [-0.411, -1.064, -0.164], [-0.745, 0.336, -0.017], [-2.046, 0.708, -0.356], [0.234, 1.213, 0.301], [0.103, 2.707, 0.331], [2.146, -4.863, -0.042], [1.607, -0.769, -0.747], [-1.190, -1.798, -0.002], [-2.383, 1.548, 0.085], [-2.715, -0.047, -0.328], [1.177, 0.848, 0.672], [0.094, 3.080, 1.357], [0.956, 3.166, -0.173], [-0.802, 3.055, -0.167]], "atomic_forces_ev_per_a": [[-0.3539, 0.3166, -0.2440], [0.1198, -0.4787, 0.0540], [-0.9007, 0.0033, -0.2647], [0.9518, -0.5367, 0.2974], [0.7145, 0.9247, -0.3873], [-0.0806, -0.0057, -0.0503], [-0.5983, 0.2973, 0.2415], [-0.1983, -0.1823, -0.0108], [0.2803, -0.5078, 0.1413], [0.0507, 0.3705, 0.1818], [0.0403, -0.1431, 0.1538], [-0.0718, -0.0777, 0.0189], [0.0080, 0.1403, 0.0051], [0.0550, -0.2969, -0.1446], [-0.0037, 0.0861, 0.0277], [-0.0241, 0.0362, 0.0091], [0.0110, 0.0539, -0.0290]]}



(6)
{"formula": "C2H3ClO2S", "method": "ωB97M-V with the def2-TZVPD basis set", "lumo_energy_ev": [-2.46, -2.46], "homo_ev": [-10.2761, -10.2750], "total_charge": 0, "species": ["C", "C", "O", "O", "S", "Cl", "H", "H", "H"], "coordinates": [[0.332, 2.267, 0.475], [0.770, 1.486, -0.543], [-0.425, -3.792, 0.962], [-0.623, -3.128, -1.433], [-1.145, -3.054, -0.075], [-0.690, -0.401, 0.226], [-0.469, 1.894, 1.013], [0.926, 3.094, 0.762], [1.323, 1.632, -1.388]], "atomic_forces_ev_per_a": [[2.2118, -2.6019, -3.5361], [-4.0875, 1.0263, 5.9907], [-0.8672, 1.0378, -1.3072], [-0.5750, -0.0276, 1.4769], [1.3355, -1.6299, -0.3497], [1.6345, 2.0564, -1.3717], [-1.2391, -0.1531, 1.4217], [0.2812, 1.1612, 0.0218], [1.3058, -0.8693, -2.3463]]}



(7)
{"formula": "C5H13NOS", "method": "ωB97M-V with the def2-TZVPD basis set", "lumo_energy_ev": 0.86, "homo_ev": -8.4766, "total_charge": 0, "species": ["C", "C", "N", "O", "H", "H", "H", "H", "H", "C", "C", "S", "C", "H", "H", "H", "H", "H", "H", "H", "H"], "coordinates": [[-0.249, -0.327, 2.584], [1.082, -0.989, 2.677], [2.037, -0.330, 3.459], [1.339, -2.079, 2.215], [-1.036, -0.930, 2.138], [-0.186, 0.656, 2.129], [-0.605, -0.271, 3.623], [3.044, -0.362, 3.437], [1.594, 0.328, 4.085], [-0.814, -0.926, -3.083], [0.351, -0.253, -2.342], [-0.316, 0.361, -0.670], [-1.046, 1.964, -1.272], [-0.667, -1.990, -3.309], [-0.962, -0.473, -4.069], [-1.744, -0.899, -2.524], [1.228, -0.878, -2.235], [0.582, 0.717, -2.752], [-0.495, 2.790, -0.861], [-1.077, 1.989, -2.357], [-2.060, 1.904, -0.876]], "atomic_forces_ev_per_a": [[-0.7470, -0.0057, 1.1715], [1.9218, -1.3192, 0.1982], [-1.7872, 1.0011, 0.2324], [-0.2222, 0.1456, -0.6350], [0.5128, -0.1527, -0.5647], [-0.0639, 0.0382, 0.1195], [0.0888, 0.5824, 0.0035], [-0.3932, -0.6094, -0.2494], [0.6791, 0.2984, -0.1189], [0.1944, -0.5268, -0.8356], [-1.6941, 0.5128, 1.2309], [0.7679, 0.0694, -1.0692], [-0.2396, -1.4846, 0.5655], [0.3541, 0.1581, 0.2578], [-0.1266, 0.1125, 0.1485], [-0.0093, 0.3007, 0.0149], [0.0874, 0.0552, 0.2478], [0.5395, -0.1017, -0.5967], [0.1291, 0.3656, 0.0478], [0.0076, 0.0195, 0.0048], [0.0005, 0.5404, -0.1737]]}



(8)
{"formula": "C40H38HgN6O3", "method": "ωB97M-V with the def2-TZVPD basis set", "lumo_energy_ev": [2.46, 2.49], "homo_ev": [-2.6095, -5.2028], "multiplicity": 2, "total_charge": -1, "species": ["Hg", "C", "C", "C", "C", "C", "C", "C", "C", "N", "C", "O", "C", "C", "C", "C", "C", "N", "C", "O", "N", "C", "C", "C", "C", "C", "C", "C", "C", "H", "H", "H", "H", "H", "H", "H", "H", "H", "H", "H", "H", "H", "H", "H", "H", "H", "H", "H", "H", "H", "C", "C", "C", "C", "N", "C", "C", "C", "C", "C", "C", "N", "C", "C", "C", "C", "C", "N", "H", "H", "H", "H", "H", "H", "H", "H", "H", "H", "H", "C", "C", "O", "H", "H", "H", "H", "H", "H"], "coordinates": [[0.221, -0.368, 0.077], [0.495, -3.062, 2.861], [1.516, -2.049, 3.300], [1.703, -1.765, 4.647], [2.702, -0.893, 5.062], [3.540, -0.325, 4.118], [3.371, -0.579, 2.758], [4.336, 0.011, 1.761], [2.327, -1.415, 2.345], [2.015, -1.551, 0.976], [2.741, -2.319, 0.188], [3.727, -3.014, 0.474], [2.283, -2.323, -1.277], [3.030, -3.033, -2.198], [2.590, -3.089, -3.512], [1.407, -2.461, -3.860], [0.720, -1.743, -2.892], [1.170, -1.671, -1.641], [-0.588, -1.066, -3.289], [-1.200, -1.594, -4.230], [-0.865, 0.050, -2.629], [-1.888, 0.874, -3.139], [-1.795, 1.390, -4.444], [-0.671, 0.978, -5.357], [-2.741, 2.310, -4.885], [-3.777, 2.730, -4.064], [-3.860, 2.220, -2.777], [-2.928, 1.302, -2.300], [-3.034, 0.774, -0.893], [-0.180, -3.319, 3.679], [-0.094, -2.704, 2.018], [1.001, -3.972, 2.527], [1.050, -2.231, 5.378], [2.829, -0.669, 6.115], [4.343, 0.336, 4.432], [4.568, 1.051, 2.004], [5.271, -0.556, 1.767], [3.939, -0.034, 0.748], [3.921, -3.533, -1.847], [3.159, -3.633, -4.256], [0.983, -2.515, -4.852], [0.302, 1.107, -4.875], [-0.758, -0.077, -5.624], [-0.685, 1.574, -6.271], [-2.654, 2.707, -5.892], [-4.510, 3.443, -4.424], [-4.660, 2.539, -2.116], [-3.850, 1.264, -0.358], [-3.206, -0.304, -0.885], [-2.113, 0.940, -0.331], [-2.936, -3.831, -0.535], [-3.721, -3.752, 0.630], [-3.493, -2.757, 1.539], [-2.463, -1.804, 1.309], [-1.703, -1.912, 0.186], [-1.948, -2.885, -0.693], [-2.157, -0.745, 2.219], [-2.857, -0.558, 3.439], [-2.480, 0.412, 4.313], [-1.388, 1.263, 3.977], [-0.774, 1.085, 2.769], [-1.119, 0.118, 1.907], [0.352, 1.982, 2.350], [0.644, 3.165, 3.020], [1.729, 3.921, 2.620], [2.501, 3.489, 1.556], [2.120, 2.328, 0.915], [1.067, 1.610, 1.298], [-3.094, -4.593, -1.286], [-4.504, -4.480, 0.813], [-4.098, -2.705, 2.434], [-1.320, -2.896, -1.578], [-3.700, -1.188, 3.683], [-3.003, 0.535, 5.253], [-1.043, 2.014, 4.671], [0.020, 3.496, 3.837], [1.964, 4.846, 3.131], [3.370, 4.039, 1.220], [2.654, 1.950, 0.054], [0.075, 3.761, -1.654], [1.330, 3.034, -2.107], [1.290, 1.647, -1.815], [0.167, 4.834, -1.851], [-0.079, 3.616, -0.581], [-0.807, 3.390, -2.182], [2.196, 3.443, -1.580], [1.501, 3.203, -3.176], [0.507, 1.195, -2.230]], "atomic_forces_ev_per_a": [[-0.0802, -0.3636, -0.0156], [0.0498, 0.0406, -0.0161], [-0.0409, 0.0291, -0.0001], [0.0138, 0.0289, -0.0059], [-0.0378, -0.0233, -0.0527], [-0.0240, 0.0078, -0.0581], [0.0943, 0.0535, 0.0269], [-0.0329, -0.0109, 0.0661], [0.0443, 0.0094, -0.0837], [-0.0721, -0.0643, 0.0308], [0.0609, 0.0568, -0.0995], [-0.0553, 0.0748, -0.0067], [-0.1378, 0.0834, 0.0966], [0.0047, -0.0853, -0.1080], [-0.0119, 0.0171, 0.0149], [0.0681, -0.0829, -0.0238], [-0.1522, -0.0067, 0.1650], [0.1597, 0.0522, 0.1376], [0.2943, 0.1373, -0.1040], [-0.1411, -0.2094, 0.1691], [0.0643, 0.0009, 0.1607], [0.0594, 0.0370, 0.0287], [0.0673, 0.0058, -0.1601], [-0.0842, 0.1307, -0.1113], [-0.0204, -0.0035, 0.0166], [0.0435, -0.0880, 0.0203], [0.0501, -0.0113, 0.0278], [-0.0584, 0.0153, 0.1593], [-0.0992, 0.0419, -0.2246], [0.0094, 0.0101, -0.0099], [-0.0039, 0.0085, 0.0227], [-0.0297, 0.0032, -0.0060], [0.0380, -0.0015, -0.0255], [0.0072, -0.0042, -0.0060], [-0.0141, -0.0057, -0.0059], [0.0026, -0.0276, 0.0207], [-0.0214, -0.0152, -0.0288], [-0.0089, 0.0231, 0.0254], [0.0083, 0.0016, -0.0100], [-0.0042, -0.0133, 0.0006], [0.0106, 0.0047, -0.0084], [0.0189, -0.0002, 0.0409], [-0.0177, 0.1352, -0.0026], [0.0228, 0.0796, 0.0114], [-0.0083, -0.0193, 0.0240], [0.0222, 0.0023, 0.0164], [0.0078, -0.0081, -0.0178], [0.0073, -0.0027, -0.0084], [0.0050, 0.1351, -0.0393], [-0.0591, 0.0533, -0.0158], [-0.0866, -0.0193, 0.0281], [0.0336, -0.0294, -0.0526], [-0.0227, 0.0452, 0.0164], [0.0573, 0.0125, 0.0356], [0.0806, -0.1782, -0.0768], [0.0651, 0.1060, 0.0497], [0.1531, 0.0741, -0.1376], [-0.0601, -0.0284, 0.0067], [0.2113, 0.1746, -0.0208], [-0.2618, 0.0288, 0.3890], [0.1626, -0.0494, -0.2785], [-0.1824, -0.0794, 0.0367], [-0.2436, -0.1296, 0.1359], [0.0587, 0.1823, 0.1234], [-0.1228, 0.0451, 0.0955], [0.0519, -0.0451, -0.0340], [0.0063, -0.1029, -0.0552], [0.1715, -0.0937, -0.2308], [0.0049, 0.0345, 0.0365], [0.0034, 0.0212, -0.0069], [0.0146, -0.0005, -0.0289], [-0.0090, -0.0068, 0.0738], [0.0450, -0.0385, -0.0203], [0.0126, 0.0250, -0.0090], [-0.0532, -0.0313, 0.0065], [0.0246, 0.0142, 0.0052], [0.0066, 0.0041, 0.0307], [-0.0074, 0.0061, -0.0113], [-0.0280, -0.0150, 0.0353], [0.0159, 0.0701, 0.0365], [-0.2756, -0.1719, 0.0076], [-0.0054, -0.0190, -0.1749], [-0.0319, -0.0529, 0.0154], [-0.0053, 0.0071, -0.0620], [-0.0101, -0.0294, -0.0110], [0.0394, -0.0483, -0.0218], [-0.0289, -0.0441, -0.0434], [0.1967, 0.1301, 0.0833]]}



In order of appearance, E_tot = -590.34554; -460.10738; -1029.65344; -360.31752; -326.78015; -1086.70966; -726.47036; -2254.87507 a.u..
In order of appearance, max |F| = 0.077; 0.127; 0.063; 0.136; 0.024; 0.142; 0.045; 0.009 hartree/bohr.